P:
# C11H14N2O2

An isolated molecule of C11H14N2O2 (ωB97M-V/def2-TZVPD, the Open Molecules 2025 dataset).

- Lowest unoccupied orbital energy (spin up / spin down): 0.180 / 0.018 eV

Positions of all 29 atoms, in Å:
C (1.51, -0.12, 0.76)
C (2.84, 0.10, 0.60)
C (2.94, 1.19, -0.29)
C (3.99, 1.88, -0.75)
C (-4.90, -2.06, 1.39)
C (-4.62, -1.10, 0.54)
C (-0.60, 0.90, -0.15)
C (-3.38, -1.10, -0.33)
C (3.97, -0.86, 1.03)
C (-1.20, 1.18, -1.45)
C (-2.21, 0.15, -1.86)
N (1.67, 1.53, -0.71)
N (0.81, 0.88, 0.03)
O (-2.58, -2.01, -0.57)
O (-3.30, 0.01, -0.97)
H (1.20, -0.78, 1.57)
H (3.81, 2.84, -1.37)
H (5.04, 1.56, -0.63)
H (-5.88, -2.00, 2.04)
H (-4.29, -2.97, 1.62)
H (-5.14, -0.14, 0.49)
H (-1.17, 0.34, 0.66)
H (4.00, -1.77, 0.31)
H (3.75, -1.13, 2.17)
H (4.94, -0.26, 0.92)
H (-1.73, 2.09, -1.31)
H (-0.40, 1.34, -2.30)
H (-2.61, 0.41, -2.91)
H (-1.65, -0.87, -1.92)



Q:
# C11H14N2O2

An isolated molecule of C11H14N2O2 (ωB97M-V/def2-TZVPD, the Open Molecules 2025 dataset).

- Lowest unoccupied orbital energy: 0.061 eV

Positions of all 29 atoms, in Å:
C (-3.34, 2.60, 0.40)
C (-3.53, 1.57, 1.27)
C (-2.06, 2.69, -0.12)
C (-2.64, 0.51, 1.38)
C (-1.12, 1.65, -0.16)
C (0.26, 1.97, -0.42)
C (1.29, 1.65, 0.65)
C (-0.87, -0.71, 0.23)
C (2.34, -1.94, -1.14)
C (0.15, -0.92, -0.80)
C (1.32, -1.61, -0.12)
N (-1.56, 0.45, 0.45)
N (0.76, 0.89, 1.78)
O (0.06, 1.55, 2.52)
O (0.72, 2.47, -1.42)
H (-4.04, 3.33, 0.06)
H (-4.40, 1.62, 1.79)
H (-1.74, 3.70, -0.48)
H (-2.89, -0.43, 1.95)
H (1.98, 1.05, 0.06)
H (1.81, 2.58, 1.02)
H (-1.18, -1.60, 0.75)
H (2.77, -1.02, -1.45)
H (2.03, -2.50, -2.03)
H (3.07, -2.57, -0.67)
H (-0.41, -1.52, -1.57)
H (0.63, -0.06, -1.24)
H (1.84, -1.01, 0.58)
H (0.98, -2.49, 0.26)



Most stable to least stable: P, Q



P:
# C11H14N2O2

An isolated molecule of C11H14N2O2 (ωB97M-V/def2-TZVPD, the Open Molecules 2025 dataset).

- Lowest unoccupied orbital energy: 0.260 eV
- SMILES: CC#C\C(CC)=N/C=C\C=C\OC(N)=O

Positions of all 29 atoms, in Å:
C (-3.22, 1.01, 3.12)
C (-2.15, 1.28, 2.13)
C (-1.34, 1.57, 1.34)
C (-0.37, 1.64, 0.31)
C (-0.90, 2.03, -1.03)
C (0.31, 2.11, -1.92)
N (0.78, 1.16, 0.47)
C (1.49, 0.82, 1.53)
C (2.04, -0.39, 1.69)
C (2.14, -1.44, 0.76)
C (1.46, -1.57, -0.41)
O (1.43, -2.66, -1.23)
C (0.43, -2.82, -1.98)
N (0.62, -3.94, -2.82)
O (-0.48, -2.03, -2.14)
H (-4.03, 1.80, 3.06)
H (-2.89, 1.13, 4.27)
H (-3.56, -0.04, 2.91)
H (-1.54, 1.31, -1.33)
H (-1.49, 2.98, -1.07)
H (0.53, 1.05, -2.37)
H (1.24, 2.26, -1.26)
H (0.07, 2.78, -2.64)
H (1.49, 1.45, 2.37)
H (2.56, -0.57, 2.58)
H (2.70, -2.28, 1.16)
H (0.86, -0.71, -0.70)
H (0.22, -3.78, -3.74)
H (1.59, -4.15, -3.05)



Q:
# C11H14N2O2

An isolated molecule of C11H14N2O2 (ωB97M-V/def2-TZVPD, the Open Molecules 2025 dataset).

- Lowest unoccupied orbital energy: 0.672 eV
- SMILES: COCCn1nc2ccccc2c1OC

Positions of all 29 atoms, in Å:
C (-2.31, -1.67, 1.38)
O (-3.32, -1.15, 0.49)
C (-3.10, 0.06, -0.17)
C (-2.10, -0.04, -1.33)
N (-0.70, -0.17, -0.96)
N (-0.09, -1.30, -1.07)
C (1.15, -1.07, -0.61)
C (2.20, -1.96, -0.54)
C (3.43, -1.54, -0.02)
C (3.62, -0.23, 0.40)
C (2.58, 0.72, 0.40)
C (1.36, 0.28, -0.13)
C (0.10, 0.84, -0.41)
O (-0.48, 2.02, -0.25)
C (0.33, 3.07, 0.25)
H (-1.49, -2.12, 0.84)
H (-2.91, -2.39, 1.95)
H (-1.94, -0.89, 2.04)
H (-4.07, 0.33, -0.60)
H (-2.76, 0.84, 0.55)
H (-2.27, 0.81, -2.02)
H (-2.39, -0.98, -1.83)
H (2.10, -2.98, -0.89)
H (4.18, -2.30, 0.11)
H (4.59, 0.07, 0.75)
H (2.68, 1.78, 0.65)
H (-0.27, 3.98, 0.33)
H (0.76, 2.78, 1.18)
H (1.11, 3.23, -0.50)



Most stable to least stable: Q, P